Computed, not measured: 9 unconnected molecules or ions with the total composition C13H37N7O20S2 at a distorted geometry, with the ωB97M-V functional and the def2-TZVPD basis.

The geometry in XYZ format:
```
79
Properties=species:S:1:pos:R:3:lowdin_charge:R:1
C -26.43962 -16.28262 -2.45856 -0.04
C -26.32617 -17.75194 -1.94336 -0.30
O -25.85207 -18.51030 -3.00229 -0.28
S -25.84404 -20.11984 -2.87087 0.68
C -24.10054 -20.46918 -3.36441 -0.09
O -26.04783 -20.51715 -1.45846 -0.31
O -26.74444 -20.56072 -3.94335 -0.32
H -26.82472 -16.35460 -3.47572 0.08
H -25.54499 -15.66196 -2.50871 0.07
H -27.11380 -15.84299 -1.72350 0.08
H -25.68741 -17.92763 -1.07779 0.12
H -27.30994 -18.03599 -1.56970 0.12
H -23.69793 -19.62447 -3.92341 0.07
H -24.10746 -21.40840 -3.91751 0.06
H -23.57671 -20.66273 -2.42832 0.06
C -26.74251 -9.18664 -8.41234 -0.09
C -25.29197 -9.18977 -8.94493 -0.25
O -24.48311 -10.13912 -8.20819 -0.26
S -24.80216 -11.72732 -8.48294 0.64
C -25.79073 -12.05363 -7.01132 -0.10
O -25.61156 -11.87270 -9.67517 -0.30
O -23.56653 -12.50875 -8.40156 -0.30
H -26.74547 -9.13206 -7.32371 0.08
H -27.27500 -10.05214 -8.80662 0.07
H -27.42691 -8.37747 -8.66721 0.08
H -25.27870 -9.33433 -10.02522 0.11
H -24.86175 -8.19932 -8.79649 0.12
H -26.61816 -11.35536 -6.88531 0.06
H -25.04556 -12.09564 -6.21693 0.08
H -26.25454 -13.00389 -7.27588 0.07
C -29.94494 -14.62509 -11.20456 0.05
N -29.48635 -14.95862 -9.81241 -0.44
O -29.06000 -16.08010 -9.57014 0.05
O -29.53899 -14.06584 -9.00162 0.06
H -29.16055 -14.14830 -11.79236 0.10
H -30.73331 -13.88651 -11.05937 0.10
H -30.20834 -15.50671 -11.78891 0.10
C -23.91128 -15.57511 -13.21671 0.05
N -25.24486 -15.26590 -13.87411 -0.44
O -25.30296 -14.18046 -14.44734 0.04
O -26.15218 -16.06887 -13.81855 0.06
H -24.15222 -15.43350 -12.16315 0.10
H -23.24208 -14.76531 -13.50738 0.09
H -23.55509 -16.58850 -13.40181 0.09
C -21.54174 -21.46493 -11.33376 0.05
N -21.00107 -21.96136 -10.02920 -0.44
O -20.00051 -22.65410 -9.95584 0.06
O -21.53112 -21.59109 -9.00652 0.05
H -22.61340 -21.66332 -11.35065 0.10
H -21.05729 -22.00663 -12.14613 0.09
H -21.38599 -20.39315 -11.45672 0.10
C -30.60715 -18.10724 -4.77188 0.05
N -31.06729 -16.67862 -4.68345 -0.40
O -30.75732 -16.00814 -3.69329 0.04
O -31.72800 -16.17651 -5.63310 0.03
H -30.17485 -18.20362 -5.76783 0.10
H -31.43632 -18.79262 -4.59631 0.10
H -29.77578 -18.31862 -4.09939 0.09
C -30.69557 -23.20856 -8.13881 0.02
N -30.69392 -21.81905 -8.51417 -0.51
O -29.67000 -21.43772 -8.95648 0.09
O -31.72151 -21.20042 -8.44177 0.08
H -31.65115 -23.54096 -7.73326 0.10
H -29.86805 -23.39561 -7.45448 0.11
H -30.66278 -23.73507 -9.09265 0.11
C -25.14984 -19.44263 -8.06842 0.04
N -24.40429 -18.19575 -7.92081 -0.44
O -23.51131 -17.88839 -8.74004 0.03
O -24.75180 -17.47930 -6.99412 0.06
H -26.22195 -19.29292 -7.94089 0.11
H -24.75611 -20.07983 -7.27655 0.11
H -24.88528 -19.67056 -9.10097 0.10
C -18.78030 -15.43813 -9.80349 0.03
N -18.56153 -16.36505 -8.68353 -0.43
O -18.47959 -17.53915 -8.96443 0.06
O -18.25691 -15.91249 -7.54519 0.03
H -19.75699 -15.63484 -10.24563 0.10
H -17.98472 -15.55702 -10.53903 0.11
H -18.79493 -14.48874 -9.26819 0.10
```

The energy above the lowest of the compared OMol25 structures with the same formula, charge and spin comes out at 65.9 kcal per mole. The calculation puts the HOMO energy at -0.3957 hartree. As for the frontier orbital gap: 10.8 eV. For the maximum force, the calculation gives 3.2 eV/A. Its spin multiplicity is 1. As for the total energy: -87109.0988 eV. Its lowest unoccupied orbital energy is 0.041 eV.

Computed, not measured: a molecular structure, C13H38BN2O4Ti at a distorted geometry, with the ωB97M-V functional and the def2-TZVPD basis.

The geometry in XYZ format:
```
59
Properties=species:S:1:pos:R:3:lowdin_charge:R:1
Ti -0.28343 0.15531 0.90548 0.59
B -0.30553 2.51000 2.32367 -0.16
H 0.01571 3.49803 2.03238 0.12
H -0.75933 2.00193 1.48692 -0.06
H 0.55671 2.01815 2.74659 0.03
H -1.05858 2.66229 3.08128 0.06
C 1.88122 -1.81109 2.15322 -0.06
O 0.60649 -1.23452 2.47834 -0.29
C -0.05315 -1.52957 3.68335 -0.19
C -1.22019 -0.60529 3.86454 -0.15
N -1.83174 -0.15865 2.60239 -0.11
C -2.73942 -1.04939 1.99839 -0.22
C -3.31995 -0.50709 0.72463 -0.21
O -2.33727 -0.11297 -0.17494 -0.28
C -2.86491 0.54439 -1.36968 -0.03
H 2.67356 -1.20578 1.71289 0.09
H 1.67129 -2.68973 1.54328 0.09
H 2.38890 -2.14030 3.05984 0.09
H 0.71184 -1.45778 4.45649 0.14
H -0.57856 -2.48416 3.71156 0.13
H -0.72203 0.15991 4.45986 0.13
H -1.95147 -1.06814 4.52718 0.13
H -2.36411 0.68971 2.73268 0.12
H -3.47744 -1.44500 2.69619 0.14
H -2.29522 -1.99556 1.68926 0.13
H -3.87837 0.40518 0.93449 0.13
H -3.96637 -1.23236 0.23044 0.14
H -3.21114 -0.20421 -2.08231 0.10
H -2.12396 1.08746 -1.95632 0.08
H -3.63570 1.25832 -1.07934 0.10
C -0.29999 -2.85639 -0.79099 -0.07
C 0.84866 -2.14552 -1.40644 -0.36
C 0.74120 -1.68150 -2.89676 -0.17
O 2.00324 -1.13296 -3.33659 -0.20
C 2.16204 -1.04831 -4.78536 -0.07
N 1.00564 -0.84284 -0.67123 0.01
H -0.43821 -2.57143 0.25199 0.05
H -0.25004 -3.93683 -0.92607 0.10
H -1.21139 -2.43777 -1.21784 0.08
H 1.59571 -2.91829 -1.22517 0.15
H -0.08666 -1.05012 -3.21941 0.13
H 0.59926 -2.60563 -3.45706 0.12
H 3.19346 -0.78564 -5.02050 0.09
H 1.50270 -0.26513 -5.15951 0.08
H 1.93173 -1.93380 -5.37776 0.09
H 0.72326 -0.22546 -1.41903 0.05
H 2.00919 -0.80355 -0.56431 0.09
C 1.48756 3.74623 -2.18549 -0.04
C 1.52962 2.41700 -1.43098 -0.42
C 2.13002 2.58964 -0.05115 -0.07
O 0.18684 2.00071 -1.10906 -0.12
H 2.49842 4.11659 -2.35604 0.09
H 0.81684 4.55180 -1.88668 0.09
H 1.10453 3.43970 -3.15885 0.08
H 2.05748 1.61289 -1.94367 0.14
H 2.05365 1.78247 0.67737 0.04
H 1.76312 3.42381 0.54689 0.08
H 3.20333 2.75779 -0.13963 0.09
H -0.38907 2.74345 -0.91342 0.09
```

The total charge is +1. The calculation puts the HOMO energy (spin up / spin down) at -0.2438 / -0.4621 hartree. As for the frontier orbital gap (spin up / spin down): 4.7 / 4.6 eV. For the maximum force, the calculation gives 5.9 eV/A. Its spin multiplicity is 5. As for the total energy: -49042.6379 eV. Its lowest unoccupied orbital energy (spin up / spin down) is -1.966 / -7.924 eV. As for the expectation value of S²: 6.01.

Computed, not measured: a molecular structure, C13H38N2O6 at a distorted geometry, with the ωB97M-V functional and the def2-TZVPD basis.

The geometry in XYZ format:
```
59
Properties=species:S:1:pos:R:3:lowdin_charge:R:1
C -1.82626 -3.47077 -0.84426 -0.06
O -1.89513 -2.06076 -0.83504 -0.22
C -0.88263 -1.47584 -1.65777 -0.22
C -1.14193 -0.08039 -1.61189 -0.28
N -2.47646 0.29443 -2.15859 -0.01
C -2.86177 1.66839 -1.70612 -0.14
C -3.33909 1.55648 -0.23852 -0.28
O -4.35222 0.65174 -0.19129 -0.14
C -4.67352 0.26371 1.15494 -0.08
H -0.87554 -3.90393 -0.53346 0.09
H -2.15623 -3.99779 -1.73950 0.10
H -2.57392 -3.81063 -0.12761 0.09
H -1.07448 -1.68085 -2.71099 0.15
H 0.16600 -1.67025 -1.43266 0.06
H -0.45229 0.48428 -2.23929 0.15
H -0.92922 0.20307 -0.58111 0.03
H -3.18885 -0.28075 -1.73225 0.08
H -3.75233 1.94279 -2.27153 0.11
H -2.05927 2.35690 -1.97076 0.12
H -3.51516 2.57412 0.11007 0.13
H -2.49823 1.30829 0.40913 0.10
H -5.18863 -0.69689 1.15849 0.09
H -5.47114 0.85572 1.60373 0.09
H -3.93758 0.19046 1.95564 0.07
C 1.37829 -2.11541 -0.23891 -0.14
O 2.27930 -3.05433 0.41555 -0.09
H 1.27973 -1.13413 0.22530 0.05
H 1.61172 -1.87411 -1.27592 0.11
H 0.41517 -2.58643 -0.04235 0.06
H 2.30475 -3.88079 -0.07221 0.07
C -1.95745 -1.64544 1.69904 -0.04
O -1.06547 -0.97494 0.84384 -0.12
H -1.49896 -2.58019 2.02174 0.11
H -2.28989 -0.95370 2.47303 0.10
H -2.88143 -1.95698 1.21190 0.09
H -1.54031 -0.92003 0.01131 0.04
C 0.23822 1.13106 0.29920 -0.18
O 0.19615 0.41158 1.51334 -0.11
H -0.75445 1.53694 0.10434 0.07
H 0.89424 2.00120 0.27467 0.08
H 0.60576 0.50033 -0.51024 0.08
H -0.32442 -0.38135 1.36552 -0.21
C 3.07648 -0.11460 1.72511 -0.07
C 3.98083 0.72068 0.81390 -0.42
C 3.23061 1.90005 0.27273 -0.17
O 4.19372 2.42026 -0.70697 -0.22
C 3.68449 3.43672 -1.46823 -0.15
N 5.10379 1.22714 1.56972 0.06
H 3.52490 -1.08067 1.95687 0.08
H 2.06512 -0.45929 1.50963 0.03
H 2.91014 0.28795 2.72431 0.08
H 4.25846 0.07212 -0.01699 0.14
H 3.15295 2.76864 0.92665 0.14
H 2.28050 1.69681 -0.22132 0.07
H 4.49067 4.04920 -1.87201 0.09
H 3.01908 4.09438 -0.90893 0.09
H 3.23156 2.87736 -2.28680 0.09
H 4.77241 1.14974 2.52067 0.06
H 5.08914 2.20891 1.33305 0.06
```

The energy above the lowest of the compared OMol25 structures with the same formula, charge and spin comes out at 274.9 kcal per mole. The calculation puts the HOMO energy at -0.3184 hartree. As for the frontier orbital gap: 9.0 eV. For the maximum force, the calculation gives 9.2 eV/A. Its spin multiplicity is 1. As for the total energy: -29350.5064 eV. Its lowest unoccupied orbital energy is 0.379 eV.

Computed, not measured: a molecular structure, C13H39BHgO5 at a distorted geometry, with the ωB97M-V functional and the def2-TZVPD basis.

The geometry in XYZ format:
```
59
Properties=species:S:1:pos:R:3:lowdin_charge:R:1
Hg -0.51870 0.16241 0.02685 0.98
B -3.33258 -0.98381 -1.37085 -0.42
H -3.52741 -0.33033 -0.53464 -0.10
H -4.26215 -1.26162 -1.84306 -0.03
H -2.74851 -0.49617 -2.13590 -0.09
H -2.89076 -1.89113 -0.98899 -0.10
C 3.26191 1.95648 2.68825 -0.22
O 2.70475 1.17267 1.64456 -0.18
H 3.39112 3.02016 2.48828 0.06
H 2.61424 1.89473 3.56277 0.08
H 4.19860 1.56933 3.08930 0.08
C 0.02855 3.22014 -5.00840 -0.04
C 0.30459 1.67703 -4.78905 -0.44
C 1.43315 1.09429 -5.67411 -0.06
O 0.73689 1.58718 -3.40533 -0.11
H 0.06529 3.35428 -6.08949 0.07
H 0.92456 3.74671 -4.67980 0.07
H -0.85924 3.65280 -4.54715 0.08
H -0.54695 1.01431 -4.94326 0.13
H 1.72264 0.08736 -5.37350 0.08
H 2.24054 1.79009 -5.44586 0.07
H 1.22244 1.04668 -6.74249 0.08
H 1.59050 2.02638 -3.41237 0.07
C 3.21778 -3.29882 -1.45845 -0.09
C 1.94657 -3.95016 -1.69253 -0.54
C 1.96485 -5.24865 -0.86157 -0.05
O 0.93176 -3.13517 -1.18997 -0.07
H 3.34729 -2.34278 -1.96569 0.09
H 4.03758 -3.99560 -1.63319 0.09
H 3.39999 -3.03983 -0.41546 0.09
H 1.72831 -4.14689 -2.74218 0.14
H 2.50353 -5.91176 -1.53847 0.08
H 1.00681 -5.65302 -0.53485 0.08
H 2.49672 -5.19767 0.08850 0.08
H 0.19828 -3.60794 -1.59009 0.09
C -0.85448 -3.70362 4.56058 -0.07
C -1.90664 -3.16129 3.62420 -0.50
C -3.34706 -3.22566 4.26255 -0.04
O -1.58272 -1.83582 3.31394 -0.07
H 0.05942 -3.11963 4.66953 0.08
H -0.62247 -4.75666 4.40132 0.08
H -1.25119 -3.62449 5.57274 0.07
H -1.85473 -3.73358 2.69798 0.13
H -3.19785 -2.57322 5.12288 0.07
H -3.84184 -4.18651 4.40423 0.08
H -4.06609 -2.83989 3.53987 0.07
H -1.53932 -1.30141 4.11027 0.09
C -0.70849 5.43923 2.67874 -0.04
C -1.31041 4.75824 1.44486 -0.56
C -0.49225 4.92764 0.21689 -0.06
O -1.34198 3.39792 1.68283 -0.09
H -1.02310 5.01323 3.63144 0.07
H -0.81398 6.51490 2.81985 0.08
H 0.33692 5.13075 2.68649 0.08
H -2.32278 5.00766 1.12706 0.14
H -0.39996 5.98299 -0.03971 0.09
H -1.07820 4.43065 -0.55626 0.09
H 0.49407 4.63227 0.57469 0.09
H -1.86782 3.24460 2.47123 0.09
```

The energy above the lowest of the compared OMol25 structures with the same formula, charge and spin comes out at 183.4 kcal per mole. The calculation puts the HOMO energy at -0.3078 hartree. As for the frontier orbital gap: 3.5 eV. For the maximum force, the calculation gives 4.7 eV/A. Its spin multiplicity is 1. As for the total energy: -29189.6504 eV. Its lowest unoccupied orbital energy is -4.914 eV.